Formula: C5H6N4O3
Source: the OMol25 dataset
Level of theory: ωB97M-V with the def2-TZVPD basis set

The energy above the lowest of the compared OMol25 structures with the same formula, charge and spin is 850.3 kJ/mol. As for the net charge: 0. The total energy comes out at -638.46448 hartree.

Positions of all 18 atoms, in Å:
C  -1.537100  1.729581  0.126665
C  -2.464158  0.744143  0.206163
C  -0.098995  1.480323  0.199738
C  0.072064  -0.767444  -0.030292
C  -1.191283  -1.226777  -0.465642
N  1.145276  -1.168895  0.236611
N  2.305623  -1.102329  0.646700
N  3.311451  -1.095493  -0.249072
N  1.044123  2.104851  0.044140
O  1.012379  3.312069  0.197319
O  2.082523  1.474592  -0.131121
O  -2.261560  -0.593543  0.266927
H  -1.890738  2.744888  0.013911
H  -3.482650  0.788012  -0.059077
H  -1.431767  -0.796272  -1.466992
H  -1.253114  -2.359972  -0.536354
H  3.126486  -0.641685  -1.261391
H  4.181829  -0.756694  0.124797

Cartesian forces, eV/Å:
C 0.876 -1.199 0.036
C 1.220 0.455 -1.115
C -2.252 -2.976 0.312
C -2.032 5.763 -0.159
C -2.591 -0.408 -1.731
N 4.630 -1.424 0.569
N 0.396 -0.109 -0.213
N -1.292 1.085 -3.160
N -1.076 -0.616 0.370
O -0.046 2.088 0.025
O 1.771 -1.041 -0.581
O 0.943 -2.536 1.294
H 0.160 0.084 -0.146
H -1.203 1.359 0.247
H 1.095 -0.663 -0.007
H -0.589 1.383 0.588
H 0.108 -1.209 3.111
H -0.116 -0.038 0.560